Molecular formula: C8H22N2O2Si
Method: DFT, ωB97M-V with the def2-TZVPD basis set

Last column: Löwdin charge in e.
Positions of all 35 atoms, in Å:
O: 1.127 0.640 -0.246  -0.2911
O: 0.302 2.274 1.725  -0.2395
N: 0.886 -1.104 -2.774  -0.0040
N: -1.600 -0.507 -0.958  -0.0911
C: 1.987 1.629 -0.702  -0.1504
C: -0.850 2.845 1.135  -0.1443
C: -0.255 -1.941 -2.613  -0.3078
C: -1.504 -1.018 -2.357  -0.1978
C: -1.969 -1.385 0.161  -0.2350
C: -1.705 -0.857 1.640  -0.1984
C: 2.573 0.419 2.015  -0.1350
C: -0.208 -0.713 2.165  -0.1805
Si: 0.823 0.720 1.337  0.4012
H: 1.016 -0.540 -1.939  0.0303
H: 1.660 -1.784 -2.864  0.0839
H: -0.614 -0.167 -0.818  0.0621
H: 1.476 2.182 -1.456  0.0844
H: 2.352 2.283 0.123  0.0936
H: 2.847 1.137 -1.240  0.1131
H: -0.680 3.925 0.985  0.0868
H: -1.806 2.656 1.724  0.1010
H: -0.945 2.411 0.134  0.0695
H: -0.141 -2.678 -1.825  0.0881
H: -0.548 -2.522 -3.530  0.1161
H: -2.434 -1.643 -2.469  0.1160
H: -1.506 -0.233 -3.080  0.0942
H: -1.526 -2.388 -0.003  0.1017
H: -3.011 -1.541 -0.049  0.0953
H: -2.200 0.159 1.659  0.0984
H: -2.264 -1.472 2.354  0.0929
H: 2.720 1.225 2.875  0.0810
H: 3.355 0.708 1.307  0.0177
H: 2.625 -0.591 2.417  0.0216
H: -0.275 -0.538 3.248  0.0853
H: 0.295 -1.593 1.919  0.0408

## Properties
- HOMO energy (eV) = -8.41
- E (hartree) = -867.5163
- orbital gap (eV) = 9.29
- charge = 0

=====

Molecular formula: C4H11N2S
Method: DFT, ωB97M-V with the def2-TZVPD basis set

Last column: Löwdin charge in e.
Positions of all 18 atoms, in Å:
C: 0.052 0.780 0.285  -0.4870
C: -2.335 0.186 0.206  -0.0105
C: 2.609 -0.427 -0.669  -0.2434
C: -0.926 -0.118 -0.276  -0.4799
N: 0.319 1.998 0.434  0.1533
N: -0.445 -1.446 0.051  -0.0154
S: 1.580 -0.212 0.771  1.1008
H: -2.238 0.047 1.243  0.0728
H: -3.095 -0.432 -0.175  0.0791
H: -2.468 1.314 0.022  0.1230
H: 2.789 0.489 -1.141  0.0451
H: 3.377 -1.132 -0.433  0.0575
H: -0.876 -0.014 -1.436  0.1980
H: -0.486 2.598 0.213  0.1021
H: -1.078 -2.023 -0.384  0.0723
H: 1.889 -0.994 -1.362  0.0995
H: -0.573 -1.467 1.081  0.1026
H: 1.904 0.853 1.570  0.0302

## Properties
- HOMO energy (eV) = -14.40
- E (hartree) = -666.3721
- orbital gap (eV) = 10.42
- charge = +1

=====

Molecular formula: H4N4O
Method: DFT, ωB97M-V with the def2-TZVPD basis set

Last column: Löwdin charge in e.
Positions of all 9 atoms, in Å:
N: 1.833 0.186 0.235  -0.0197
N: 0.843 -0.661 0.040  -0.0168
N: -0.439 0.052 -0.058  -0.3512
N: -1.699 -0.573 0.120  0.1283
O: -0.478 1.298 -0.052  -0.0986
H: 1.434 1.176 0.382  0.1174
H: 2.604 -0.072 -0.338  0.0781
H: -1.673 -1.478 -0.301  0.0847
H: -2.426 0.072 -0.026  0.0778

## Properties
- HOMO energy (alpha / beta) (eV) = -8.03 / -7.87
- E (hartree) = -296.4887
- orbital gap (alpha / beta) (eV) = 9.02 / 8.78
- SMILES = N/N=[N+](/N)[O-]
- charge = 0

=====

Molecular formula: C4H12N4P2S2
Method: DFT, ωB97M-V with the def2-TZVPD basis set

Last column: Löwdin charge in e.
Positions of all 24 atoms, in Å:
C: 0.873 2.600 -1.294  -0.2577
C: 0.565 2.718 1.546  -0.3109
C: 0.086 -3.230 0.722  -0.3146
C: 1.639 -1.731 -1.058  -0.2547
N: -0.447 0.792 -0.032  -0.2091
N: -0.551 -0.455 -0.041  -0.5348
N: -3.675 -0.414 0.506  -1.0036
N: -1.501 -1.185 -0.467  -0.3851
P: 1.058 1.564 0.239  0.7518
P: 0.788 -1.536 0.576  0.9089
S: -4.995 0.291 0.862  0.5161
S: -2.953 -0.519 -0.940  0.7848
H: -0.187 2.615 -1.366  0.0116
H: 1.288 2.256 -2.163  -0.0093
H: 1.259 3.580 -0.906  0.0460
H: 0.980 3.763 1.503  0.0556
H: 0.984 2.209 2.459  0.0330
H: -0.530 2.667 1.655  0.0368
H: 0.972 -3.805 0.856  0.0183
H: -0.421 -3.485 -0.221  0.0304
H: -0.631 -3.414 1.540  0.0472
H: 2.677 -1.795 -0.922  0.0198
H: 1.467 -0.850 -1.518  -0.0312
H: 1.255 -2.637 -1.536  0.0509

## Properties
- HOMO energy (alpha / beta) (eV) = -7.80 / -7.80
- E (hartree) = -1857.5319
- orbital gap (alpha / beta) (eV) = 7.15 / 7.14
- charge = 0

=====

Molecular formula: C32H30BF6O
Method: DFT, ωB97M-V with the def2-TZVPD basis set

Last column: Löwdin charge in e.
Positions of all 70 atoms, in Å:
O: -0.527 -0.521 -4.835  -0.0396
C: 0.282 -0.370 -5.739  -0.3482
C: 0.165 -0.948 -7.079  -0.1646
B: 0.926 -2.455 -7.033  -0.5768
F: 0.045 -3.455 -7.603  -0.1252
H: 1.212 0.204 -5.558  0.1116
H: 0.641 -0.304 -7.817  0.0717
H: -0.890 -1.083 -7.316  0.0889
H: 1.174 -2.766 -5.867  0.0411
H: 1.999 -2.384 -7.630  0.0252
F: -3.054 -5.860 -2.434  0.0334
C: -2.398 -6.159 -3.584  -0.2928
C: -2.072 -5.141 -4.456  -0.0033
C: -1.399 -5.453 -5.629  -0.0497
C: -1.072 -6.774 -5.908  -0.0891
C: -1.413 -7.782 -5.017  -0.1030
C: -2.081 -7.477 -3.838  -0.0424
H: -2.339 -4.119 -4.219  0.1207
H: -1.125 -4.667 -6.323  0.0917
H: -0.547 -7.012 -6.823  0.1014
H: -1.159 -8.811 -5.236  0.0945
H: -2.351 -8.245 -3.125  0.1067
F: 1.817 1.385 -3.186  0.0546
C: 1.151 1.221 -2.024  -0.2753
C: 1.479 2.038 -0.960  -0.0232
C: 0.798 1.879 0.239  -0.0989
C: -0.188 0.910 0.356  -0.1183
C: -0.493 0.097 -0.729  -0.0722
C: 0.173 0.249 -1.938  0.0049
H: 2.256 2.783 -1.073  0.1108
H: 1.036 2.509 1.085  0.0874
H: -0.713 0.784 1.293  0.0838
H: -1.256 -0.664 -0.637  0.1068
H: -0.061 -0.367 -2.802  0.0941
F: 0.278 -1.505 2.205  0.0564
C: 1.513 -1.443 2.734  -0.2882
C: 1.655 -1.100 4.064  -0.0299
C: 2.932 -1.028 4.602  -0.0919
C: 4.039 -1.292 3.807  -0.0976
C: 3.869 -1.632 2.471  -0.0802
C: 2.597 -1.712 1.924  -0.0071
H: 0.777 -0.892 4.663  0.1140
H: 3.061 -0.761 5.642  0.0946
H: 5.033 -1.230 4.228  0.0983
H: 4.730 -1.831 1.849  0.1046
H: 2.440 -1.974 0.887  0.1242
F: -0.542 4.028 2.220  0.0367
C: -1.860 4.094 1.937  -0.2857
C: -2.336 5.175 1.224  -0.0127
C: -3.690 5.235 0.934  -0.0827
C: -4.543 4.226 1.360  -0.0959
C: -4.040 3.151 2.078  -0.0787
C: -2.686 3.077 2.369  -0.0233
H: -1.653 5.950 0.904  0.1182
H: -4.079 6.071 0.368  0.1036
H: -5.598 4.277 1.130  0.0998
H: -4.702 2.363 2.410  0.1052
H: -2.271 2.241 2.916  0.1139
F: 2.892 1.682 6.637  0.0484
C: 2.070 2.731 6.421  -0.2816
C: 1.125 2.647 5.419  0.0004
C: 0.280 3.726 5.206  -0.0692
C: 0.396 4.868 5.987  -0.0896
C: 1.357 4.930 6.987  -0.0889
C: 2.202 3.853 7.213  -0.0234
H: 1.060 1.749 4.816  0.1063
H: -0.467 3.674 4.435  0.0780
H: -0.262 5.709 5.815  0.1014
H: 1.452 5.821 7.594  0.1014
H: 2.953 3.877 7.991  0.1144

## Properties
- HOMO energy (eV) = -5.01
- E (hartree) = -1936.7464
- orbital gap (eV) = 7.08
- charge = -1

=====

Molecular formula: C5H10O
Method: DFT, ωB97M-V with the def2-TZVPD basis set

Last column: Löwdin charge in e.
Positions of all 16 atoms, in Å:
C: -0.963 -1.547 1.119  -0.0154
C: 0.248 -0.857 0.577  -0.4387
O: 1.358 -1.081 1.020  0.0845
C: -0.078 0.257 -0.435  -0.3861
C: 0.925 0.168 -1.569  -0.0773
C: -0.040 1.619 0.267  -0.0615
H: -1.783 -0.837 1.177  0.0734
H: -1.398 -2.481 0.755  0.0912
H: -0.621 -1.627 2.172  0.0973
H: -1.092 0.122 -0.853  0.1350
H: 0.848 -0.799 -2.079  0.0851
H: 1.936 0.261 -1.164  0.0839
H: 0.750 0.959 -2.302  0.0794
H: 0.942 1.772 0.726  0.0879
H: -0.799 1.711 1.054  0.0804
H: -0.212 2.415 -0.466  0.0808

## Properties
- HOMO energy (eV) = -9.59
- E (hartree) = -271.7383
- orbital gap (eV) = 10.58
- SMILES = CC(=O)C(C)C
- charge = 0